No. 1
A single C5H6S3 molecule in a non-equilibrium geometry. Source: OMol25; level of theory: ωB97M-V with the def2-TZVPD basis set.

For the largest force on an atom, the calculation gives 4.87 eV/Å. Its energy above the lowest of the compared OMol25 structures with the same formula, charge and spin is 142.88 kcal/mol. As for the LUMO energy: 0.2 eV. The SMILES is C#C[C@]1(S)[C@H](S)[C@@H]1S. Its gap between HOMO and LUMO is 8.89 eV. Its net charge is 0.

Each line ends with the Mulliken charge.
Positions of all 14 atoms, in Å:
C: 0.657 0.321 -1.034  -0.319
C: 1.097 -0.586 0.045  -0.174
C: -0.404 -0.692 -0.337  0.600
C: -1.269 0.046 0.611  -0.670
C: -1.919 0.827 1.321  -0.033
H: 0.512 1.865 0.215  0.087
H: 1.070 0.082 -2.010  0.290
H: 1.879 -1.284 -0.381  0.342
H: 0.612 -1.029 2.330  0.168
H: -2.193 -2.254 0.297  0.158
H: -2.549 0.703 2.468  0.257
S: 0.799 2.021 -1.141  -0.199
S: 1.351 0.043 1.793  -0.208
S: -1.419 -1.913 -1.062  -0.299

Cartesian forces (eV/Å) of the 6 atoms listed first:
C -0.2 -2.1 -1.5
C 0.8 -0.7 0.5
C 0.4 3.2 0.8
C -0.2 1.6 0.3
C -1.3 -2.9 3.2
H 0.2 1.7 -0.7

---

No. 2
9 unconnected molecules or ions with the total composition C29H68O23S5 in a non-equilibrium geometry. Source: OMol25; level of theory: ωB97M-V with the def2-TZVPD basis set.

For the largest force on an atom, the calculation gives 1.59 eV/Å. Its energy above the lowest of the compared OMol25 structures with the same formula, charge and spin is 0.00 kcal/mol. As for the LUMO energy: 0.2 eV. The SMILES is CCOS(C)(=O)=O.CCOS(C)(=O)=O.CCOS(C)(=O)=O.CCOS(C)(=O)=O.CCOS(C)(=O)=O.COC(=O)OC.COC(=O)OC.C1CCOC1.C1CCOC1. Its gap between HOMO and LUMO is 9.75 eV. Its net charge is 0.

Each line ends with the Mulliken charge.
Positions of all 125 atoms, in Å:
C: 4.550 -2.400 3.045  -0.386
C: 5.830 -1.834 3.634  -0.617
C: 5.373 -0.411 3.964  -0.555
O: 4.068 -0.573 4.487  -0.204
C: 3.476 -1.771 3.945  -0.119
H: 4.534 -3.490 3.053  0.407
H: 4.416 -2.101 2.001  0.090
H: 6.676 -1.822 2.946  0.353
H: 6.119 -2.336 4.557  0.289
H: 5.347 0.234 3.076  0.228
H: 6.017 0.074 4.700  0.344
H: 2.494 -1.617 3.511  -0.222
H: 3.377 -2.447 4.805  0.457
C: 2.346 0.245 -0.593  -0.568
C: 1.118 1.075 -0.967  0.695
C: 0.734 1.654 0.363  -0.731
O: 0.990 0.591 1.326  -0.105
C: 1.823 -0.381 0.687  1.159
H: 3.241 0.854 -0.486  0.140
H: 2.483 -0.431 -1.441  0.365
H: 0.279 0.531 -1.410  -0.399
H: 1.328 1.872 -1.687  0.124
H: -0.287 1.998 0.513  0.169
H: 1.388 2.486 0.654  0.243
H: 1.275 -1.301 0.450  -0.179
H: 2.590 -0.688 1.400  -0.823
O: -4.296 5.065 -5.058  -0.654
S: -3.677 4.410 -6.168  1.184
O: -3.373 5.133 -7.350  -0.619
O: -2.297 3.780 -5.711  -0.351
C: -2.258 3.097 -4.443  -0.047
C: -0.796 3.013 -4.049  -0.746
C: -4.657 2.980 -6.540  -0.562
H: -2.679 2.092 -4.518  -0.039
H: -2.822 3.659 -3.698  0.466
H: -0.413 3.998 -3.794  0.469
H: -0.218 2.635 -4.892  0.253
H: -0.656 2.306 -3.232  -0.046
H: -4.598 2.329 -5.669  -0.044
H: -4.271 2.516 -7.442  0.340
H: -5.677 3.332 -6.662  0.404
O: 2.616 1.097 -5.219  -0.699
S: 3.120 2.223 -4.503  1.325
O: 2.262 3.111 -3.807  -0.554
O: 4.103 1.650 -3.388  -0.200
C: 5.173 0.788 -3.797  -0.329
C: 5.625 -0.036 -2.633  -1.260
C: 4.222 3.148 -5.515  -1.068
H: 6.019 1.374 -4.177  0.332
H: 4.863 0.170 -4.644  0.440
H: 6.467 -0.669 -2.925  0.419
H: 4.841 -0.688 -2.247  0.219
H: 6.017 0.574 -1.817  0.320
H: 3.722 3.495 -6.413  0.375
H: 5.001 2.462 -5.852  0.374
H: 4.693 3.911 -4.903  0.348
O: -2.355 3.611 2.296  -0.654
S: -3.132 2.523 1.803  1.066
O: -2.869 1.928 0.538  -0.328
O: -3.006 1.356 2.851  -0.147
C: -3.068 1.661 4.264  -0.213
C: -2.752 0.361 4.970  -1.103
C: -4.854 2.937 1.920  -1.202
H: -4.096 1.944 4.503  0.323
H: -2.370 2.435 4.573  0.348
H: -2.715 0.583 6.041  0.424
H: -1.783 -0.049 4.700  0.010
H: -3.492 -0.429 4.840  0.384
H: -4.985 3.797 2.567  0.364
H: -5.386 2.054 2.266  0.302
H: -5.199 3.162 0.912  0.416
O: -0.752 -2.172 4.353  -0.701
S: -0.622 -2.637 3.019  1.216
O: 0.682 -2.870 2.473  -0.599
O: -1.501 -3.930 2.899  -0.329
C: -1.365 -4.740 1.693  0.409
C: -2.700 -5.402 1.454  -1.239
C: -1.470 -1.554 1.883  -0.151
H: -0.570 -5.459 1.890  0.310
H: -1.035 -4.132 0.853  -0.180
H: -3.448 -4.659 1.167  0.313
H: -2.990 -6.042 2.279  0.348
H: -2.639 -5.966 0.516  0.267
H: -0.856 -0.655 1.813  -0.368
H: -2.442 -1.359 2.327  0.443
H: -1.514 -2.090 0.940  0.187
O: -0.052 1.995 6.555  -0.684
S: 0.797 2.622 5.600  1.380
O: 0.634 4.000 5.323  -0.695
O: 2.299 2.401 6.040  -0.330
C: 2.606 1.148 6.725  0.220
C: 4.026 1.263 7.227  -1.198
C: 0.782 1.757 4.067  -0.503
H: 2.484 0.352 5.995  0.029
H: 1.923 1.017 7.561  0.330
H: 4.167 2.217 7.731  0.404
H: 4.709 1.215 6.380  0.108
H: 4.231 0.426 7.892  0.378
H: -0.107 2.122 3.555  0.000
H: 0.641 0.695 4.266  -0.038
H: 1.725 1.943 3.570  0.560
C: -1.305 -7.130 -1.850  -0.780
O: -0.601 -5.927 -1.532  -0.304
C: -0.987 -4.803 -2.132  0.806
O: -1.792 -4.699 -3.019  -0.577
O: -0.321 -3.793 -1.558  -0.289
C: -0.548 -2.509 -2.134  -0.629
H: -2.264 -6.891 -2.308  0.382
H: -1.405 -7.705 -0.937  0.261
H: -0.734 -7.674 -2.603  0.286
H: 0.238 -1.863 -1.753  -0.066
H: -1.532 -2.112 -1.885  0.249
H: -0.474 -2.528 -3.221  0.538
C: -5.243 -1.187 -5.888  -0.697
O: -4.177 -1.091 -4.940  -0.335
C: -4.283 -0.133 -4.025  0.738
O: -5.205 0.637 -3.896  -0.598
O: -3.186 -0.148 -3.277  -0.011
C: -3.237 0.565 -2.042  -0.509
H: -5.725 -0.227 -6.059  0.315
H: -5.956 -1.925 -5.528  0.289
H: -4.792 -1.494 -6.828  0.261
H: -2.489 0.132 -1.385  -0.097
H: -4.238 0.534 -1.619  0.482
H: -2.969 1.618 -2.139  0.200

Cartesian forces (eV/Å) of the 6 atoms listed first:
C -0.4 -0.1 -0.3
C 0.1 0.8 -0.3
C 0.3 -0.2 -0.1
O -0.4 0.3 -0.2
C 0.9 -0.9 0.9
H -0.2 0.0 0.1

---

No. 3
A molecular structure, C2H3EuO2 in a non-equilibrium geometry. Source: OMol25; level of theory: ωB97M-V with the def2-TZVPD basis set.

For the largest force on an atom, the calculation gives 8.82 eV/Å. Its spin multiplicity is 8. Its energy above the lowest of the compared OMol25 structures with the same formula, charge and spin is 0.00 kcal/mol. As for the expectation value of S²: 15.7582. As for the LUMO energy (alpha / beta): -18.9 / -18.9 eV. Its gap between HOMO and LUMO (alpha / beta) is 6.77 / 7.89 eV. Its net charge is +3.

Each line ends with the Mulliken charge.
Positions of all 8 atoms, in Å:
H: 0.044 -1.399 -1.019  0.397
C: -1.275 0.693 0.169  0.757
O: -1.655 1.802 0.051  0.061
O: 0.033 0.365 0.166  -0.262
C: 0.326 -1.066 -0.019  -0.471
H: 1.404 -1.172 0.132  0.277
H: -0.519 -1.467 0.630  0.304
Eu: 1.644 2.245 -0.110  1.936

Cartesian forces (eV/Å) of the 6 atoms listed first:
H 0.3 0.5 -0.3
C 3.8 7.9 -1.1
O -1.6 -5.5 0.8
O -4.0 -0.2 -0.3
C -1.8 -2.7 0.3
H -0.4 -0.4 0.7

---

No. 4
A molecular structure, C33H55F3N9O9SV in a non-equilibrium geometry. Source: OMol25; level of theory: ωB97M-V with the def2-TZVPD basis set.

For the largest force on an atom, the calculation gives 2.59 eV/Å. Its spin multiplicity is 3. Its energy above the lowest of the compared OMol25 structures with the same formula, charge and spin is 6.69 kcal/mol. As for the expectation value of S²: 2.0141. As for the LUMO energy (alpha / beta): -1.1 / -0.5 eV. Its gap between HOMO and LUMO (alpha / beta) is 6.52 / 7.12 eV. Its net charge is 0.

Each line ends with the Mulliken charge.
Positions of all 111 atoms, in Å:
V: 1.208 -0.711 2.976  0.529
N: 2.349 -2.943 1.971  1.252
O: 2.579 -2.424 3.125  -0.683
O: 2.878 -3.900 1.541  -0.589
O: 1.499 -2.220 1.378  -0.468
N: 2.200 1.216 4.438  1.325
O: 0.965 1.157 4.134  -0.534
O: 2.671 2.038 5.158  -0.708
O: 2.855 0.269 3.905  -0.565
C: -0.426 0.606 -0.721  -0.115
F: -1.695 1.037 -0.818  -0.199
F: -0.391 -0.694 -0.984  0.352
F: 0.353 1.270 -1.556  -0.040
S: 0.087 0.961 1.034  1.804
O: -0.301 2.302 1.306  -0.794
O: -0.527 -0.047 1.952  -0.639
O: 1.502 0.610 1.221  -0.813
N: -3.509 -2.763 -4.286  0.055
C: -3.091 -2.024 -3.220  -0.964
C: -3.218 -0.701 -3.526  0.087
C: -3.800 -0.637 -4.828  -1.084
C: -3.948 -1.916 -5.274  -0.484
H: -3.536 -3.766 -4.300  0.213
H: -2.669 -2.492 -2.345  0.643
H: -2.939 0.128 -2.900  0.640
H: -4.048 0.227 -5.422  0.410
H: -4.331 -2.309 -6.201  0.419
N: 3.147 4.328 -3.032  0.086
C: 2.232 3.332 -3.252  -0.586
C: 0.982 3.847 -3.053  -0.111
C: 1.153 5.214 -2.683  -0.904
C: 2.492 5.485 -2.703  -0.701
H: 4.132 4.221 -3.189  0.203
H: 2.558 2.335 -3.496  0.447
H: 0.066 3.305 -3.208  0.619
H: 0.373 5.892 -2.376  0.558
H: 3.025 6.403 -2.522  0.376
N: 3.579 3.713 2.668  0.108
C: 4.659 3.772 1.845  -0.722
C: 4.204 3.977 0.571  -0.927
C: 2.793 4.079 0.647  0.907
C: 2.423 3.944 1.960  -1.077
H: 3.609 3.649 3.670  0.235
H: 5.634 3.575 2.258  0.400
H: 4.792 4.146 -0.315  0.425
H: 2.120 4.307 -0.166  0.180
H: 1.452 3.831 2.411  0.429
N: -3.928 -3.972 1.108  0.084
C: -4.013 -2.624 0.892  -1.441
C: -2.762 -2.199 0.534  0.205
C: -1.908 -3.332 0.474  0.308
C: -2.651 -4.416 0.851  -1.611
H: -4.709 -4.582 1.274  0.193
H: -4.961 -2.126 0.998  0.501
H: -2.527 -1.189 0.250  0.493
H: -0.869 -3.336 0.182  0.702
H: -2.501 -5.481 0.922  0.446
N: -1.182 4.953 0.456  0.471
C: -0.520 6.136 0.346  -0.576
C: -1.407 7.101 -0.071  -0.506
C: -2.661 6.448 -0.210  -0.714
C: -2.511 5.140 0.160  -0.301
H: -0.740 4.128 0.831  0.378
H: 0.531 6.228 0.569  0.342
H: -1.200 8.137 -0.275  0.443
H: -3.612 6.889 -0.466  0.405
H: -3.183 4.303 0.231  0.424
C: 1.835 -2.784 -1.988  -1.329
C: 0.745 -3.073 -2.997  0.038
N: 0.919 -2.257 -4.201  0.055
C: 0.231 -2.830 -5.355  0.280
C: 0.801 -4.171 -5.802  -1.514
C: 0.607 -0.835 -3.978  0.960
C: 0.900 -0.030 -5.233  -1.807
H: 2.809 -2.745 -2.484  0.441
H: 1.888 -3.564 -1.227  0.408
H: 1.803 -1.815 -1.489  0.008
H: 0.850 -4.106 -3.326  0.470
H: -0.268 -3.015 -2.565  -0.150
H: 0.383 -2.148 -6.188  0.370
H: -0.858 -2.919 -5.189  -0.248
H: 0.421 -4.400 -6.799  0.453
H: 0.552 -5.003 -5.143  0.372
H: 1.890 -4.127 -5.876  0.333
H: -0.403 -0.628 -3.603  -0.350
H: 1.337 -0.542 -3.220  -0.006
H: 1.856 -0.236 -5.708  0.330
H: 0.060 -0.014 -5.929  0.425
H: 0.956 1.033 -4.952  0.413
C: -1.813 0.060 4.682  -1.366
C: -0.780 -0.812 5.364  -0.887
N: 0.037 -1.700 4.481  1.929
C: 0.850 -2.549 5.397  -0.846
C: 1.887 -1.825 6.233  -1.474
C: -0.846 -2.629 3.708  -0.230
C: -1.825 -3.500 4.486  -1.559
H: -1.415 0.852 4.057  0.097
H: -2.371 0.585 5.462  0.498
H: -2.535 -0.525 4.110  0.268
H: -0.100 -0.167 5.914  0.438
H: -1.290 -1.434 6.104  0.698
H: 0.193 -3.071 6.098  0.480
H: 1.333 -3.348 4.838  0.529
H: 2.569 -1.166 5.698  0.182
H: 1.437 -1.266 7.056  0.398
H: 2.520 -2.567 6.725  0.451
H: -0.212 -3.253 3.078  0.403
H: -1.466 -2.047 3.025  -0.250
H: -2.594 -2.940 5.015  0.285
H: -1.361 -4.239 5.138  0.357
H: -2.359 -4.085 3.730  0.410

Cartesian forces (eV/Å) of the 6 atoms listed first:
V 0.8 0.3 -1.0
N -0.4 2.3 1.2
O 0.4 -0.1 0.9
O 0.2 -0.8 -0.3
O -1.2 0.3 -0.9
N -0.6 -0.4 -0.4